The following is a quantum chemistry calculation of a molecular structure, C27H52P2RuSi, from the Open Molecules 2025 dataset.

2S+1 ... 5
Molar mass ... 567.82 g mol⁻¹
Total charge ... +2
ΔE to the lowest compared entry with this formula, charge and spin ... 10.96 kcal/mol
HOMO-LUMO gap (alpha / beta) ... 0.25575 / 0.22587 Eh

The geometry in XYZ format:
```
83
C27H52P2RuSi | the Open Molecules 2025 dataset | the ωB97M-V functional and the def2-TZVPD basis
Ru -1.7358 -0.8469 0.4468
C -2.1483 2.0024 -0.5537
C -2.6753 0.9190 -1.2914
C -3.2370 0.6524 0.9801
C -2.5023 1.8806 0.7995
C -3.3962 0.0430 -0.3683
C -1.5001 3.2134 -1.1270
H -1.1408 3.0460 -2.1369
H -0.6442 3.5281 -0.5155
H -2.1978 4.0556 -1.1545
C -2.3353 2.9263 1.8408
H -1.5027 3.6037 1.6004
H -2.1319 2.4723 2.8199
H -3.2428 3.5457 1.9551
C -4.1676 0.3832 2.1037
H -5.1544 0.8350 1.9242
H -3.7837 0.7576 3.0611
H -4.2993 -0.6923 2.2065
C -4.6395 -0.7067 -0.7300
H -5.5189 -0.2082 -0.2811
H -4.6025 -1.7343 -0.3676
H -4.7762 -0.7030 -1.8136
C -2.8090 0.9152 -2.7604
H -3.4506 1.7680 -3.0713
H -3.2773 -0.0030 -3.1485
H -1.8380 1.0378 -3.2759
C 4.8683 1.9334 0.5871
C 3.8121 2.6956 0.2669
C 3.0215 2.7376 -0.9977
C 3.3684 1.6347 -2.0564
C 2.6944 0.3986 -1.5290
C 3.1603 -0.4250 -0.4836
C 4.6045 -0.5447 -0.2063
C 5.4696 0.7565 -0.1810
H 3.0683 3.7330 -1.4770
H 4.4448 1.4955 -2.2082
H 1.9648 2.6531 -0.6800
H 5.7556 1.0510 -1.2059
H 5.4504 2.1730 1.4966
H 3.4589 3.4126 1.0194
H 6.4127 0.4561 0.3371
H 4.7316 -1.0048 0.7898
H 2.4287 -0.9827 0.1269
H 5.0680 -1.2717 -0.9133
H 2.9956 1.9341 -3.0512
H 1.6653 0.6730 -1.2528
P 1.5091 -1.3291 -2.1981
C 2.9558 -2.1762 -3.0106
C 0.5416 -0.7185 -3.5882
P -1.1723 -2.5498 -0.5976
C 0.6353 -2.4964 -1.1253
C -2.1092 -3.1087 -2.0476
C -1.0360 -4.1522 0.2856
H 3.3342 -3.0301 -2.4343
H 3.7950 -1.4756 -3.1232
H 2.6765 -2.5231 -4.0170
H 0.7679 -1.3579 -4.4582
H 0.8242 0.3257 -3.8111
H -0.5293 -0.7602 -3.3538
H -0.6780 -4.9254 -0.4119
H -2.0344 -4.4232 0.6469
H -0.3382 -4.0915 1.1276
H 1.1488 -2.5457 -0.1425
H 0.7374 -3.4687 -1.6692
H -3.0845 -3.4437 -1.6653
H -1.6189 -3.9494 -2.5612
H -2.2683 -2.2889 -2.7628
C 0.4340 1.0852 2.1537
Si -0.3656 -0.1744 3.2896
C 1.0573 -1.0359 4.1561
C -1.3534 0.7233 4.6348
C -1.4316 -1.4566 2.3484
H 0.3100 2.1046 2.5466
H 0.0497 1.0701 1.1273
H 1.5093 0.8711 2.1045
H 1.2418 -0.5230 5.1171
H 0.8457 -2.0962 4.3546
H 1.9696 -0.9703 3.5396
H -1.4153 1.8118 4.4719
H -2.3686 0.3296 4.7764
H -0.7986 0.5649 5.5782
H -1.0320 -2.4830 2.3932
H -2.4453 -1.5327 2.8021
```

***

The following is a quantum chemistry calculation of a molecular structure, C27H53BBrFN5O7S, from the Open Molecules 2025 dataset.

2S+1 ... 1
Molar mass ... 701.53 g mol⁻¹
Total charge ... +1
HOMO-LUMO gap ... 0.26874 Eh

The geometry in XYZ format:
```
96
C27H53BBrFN5O7S | the Open Molecules 2025 dataset | the ωB97M-V functional and the def2-TZVPD basis
C -5.6453 2.5332 0.0544
C -4.4290 2.1678 -0.3356
C -2.9737 1.6180 -0.8482
F -2.4609 2.8584 -1.4636
N -3.0483 0.6505 -1.9556
N -3.5591 1.1168 -3.1289
C -2.4955 1.4177 -4.1892
C -2.8400 2.8738 -4.8003
C -3.2838 -0.7535 -1.5991
C -2.6107 -1.6282 -2.8249
Br -5.2137 -1.3413 -1.6500
C -2.4644 -1.2768 -0.2656
C -2.7378 -2.8127 0.0788
C -1.4561 -3.7895 0.2234
C -0.4100 -3.8386 -0.9782
C 1.0331 -3.2796 -0.4180
C 2.1950 -3.9499 -1.3475
O 3.2169 -4.5940 -0.4825
C 4.5304 -4.1403 -0.9158
C 5.1682 -4.6189 -2.3285
O 5.1658 -3.3109 -0.1642
N -2.3876 -0.2812 0.8539
S -1.1727 -0.9414 2.0096
B -3.5994 -0.2823 1.8294
O -4.9518 -0.6090 1.4763
N -3.4190 -0.0087 3.3275
C -4.4104 1.0839 3.7252
C -3.9331 -1.2069 4.1257
C -2.0013 1.1394 0.4103
C -0.5320 1.2370 -0.2422
C 0.2479 2.6456 -0.2168
O 0.7243 2.9578 -1.5894
C 2.0750 3.4367 -1.5652
O 2.5446 4.3436 -0.8151
O -2.3504 2.1231 1.3885
C -1.4499 2.3890 2.4645
C -1.3362 4.0255 2.6114
H -6.4760 3.2345 0.4604
H -4.2082 0.4928 -3.6263
H -2.5443 0.5786 -4.9933
H -1.4527 1.4298 -3.6648
H -2.3731 3.0508 -5.8477
H -3.9797 3.0074 -4.9259
H -2.4802 3.7243 -4.0975
H -2.8006 -2.7540 -2.7323
H -3.0486 -1.3218 -3.8605
H -1.4774 -1.4312 -2.8374
H -1.3690 -1.3094 -0.6899
H -3.3689 -3.0314 1.0374
H -3.3705 -3.3394 -0.7525
H -1.9031 -4.8650 0.3337
H -0.8553 -3.6397 1.2128
H -0.7071 -3.3566 -1.9706
H -0.2012 -4.9632 -1.2175
H 1.0948 -2.1324 -0.4122
H 1.2323 -3.6959 0.6532
H 1.7968 -4.7996 -2.0284
H 2.7540 -3.1909 -2.0057
H 4.3597 -5.2576 -2.8513
H 6.1320 -5.2349 -2.1948
H 5.3347 -3.6752 -2.9757
H -1.6545 -2.1330 2.5396
H -5.5394 0.1784 1.3827
H -4.3936 1.9820 3.0040
H -4.1911 1.4702 4.7854
H -5.5070 0.6974 3.7349
H -5.0533 -1.4079 3.9584
H -3.3727 -2.1813 3.8870
H -3.7774 -0.9055 5.2387
H 0.2550 0.4836 0.1748
H -0.5662 0.9493 -1.3765
H 1.1945 2.5903 0.4452
H -0.4358 3.5501 0.0576
H 2.7936 2.9757 -2.3605
H -0.3673 2.0146 2.3699
H -1.7979 2.0436 3.5247
H -1.5130 4.5759 1.6195
H -2.2245 4.3283 3.3068
H -0.3829 4.3398 3.1751
C 6.4265 -0.2953 0.3511
C 6.3406 1.1979 0.0423
C 6.9764 2.0882 1.1299
O 6.1751 2.2466 2.2999
C 6.2854 1.1856 3.2353
N 4.9347 1.5567 -0.1949
H 5.7131 -0.6083 1.1163
H 6.2052 -0.8818 -0.5463
H 7.4309 -0.5692 0.6865
H 6.8984 1.3666 -0.8858
H 7.0901 3.0960 0.7156
H 7.9844 1.7464 1.3933
H 7.2951 0.7666 3.2674
H 5.5560 0.4059 3.0064
H 6.0439 1.5810 4.2248
H 4.8934 2.5316 -0.4898
H 4.4667 1.5605 0.7134
```

***

The following is a quantum chemistry calculation of 2 unconnected molecules or ions with the total composition C27H53BCl2FINO3, from the Open Molecules 2025 dataset.

2S+1 ... 1
Molar mass ... 667.35 g mol⁻¹
Total charge ... -1
HOMO-LUMO gap ... 0.24850 Eh

The geometry in XYZ format:
```
89
C27H53BCl2FINO3 | the Open Molecules 2025 dataset | the ωB97M-V functional and the def2-TZVPD basis
C -0.1278 -6.0927 -0.9935
C -1.2201 -7.1495 -1.1412
C -2.6435 -6.6129 -0.9672
C -2.8876 -5.7491 0.2755
C -3.9716 -4.6833 0.0567
C -3.3860 -3.3479 -0.4038
C -2.4718 -2.6237 0.5999
C -2.9440 -2.6055 2.0648
C -3.0393 -1.2118 2.6941
C -1.7573 -0.3728 2.6060
C -0.9076 -0.4343 3.8740
C 0.2659 0.5484 3.8862
C -0.1548 2.0229 4.0478
C 0.2694 3.0007 2.9340
C 0.2242 2.4650 1.4901
C -0.5258 3.3538 0.4775
C -1.5179 2.6007 -0.4322
C -1.3137 2.9018 -1.9160
C -0.0087 2.2917 -2.4352
C 0.5907 2.9469 -3.6875
B 1.6837 4.0853 -3.4497
I 0.7876 5.9987 -2.4392
O 2.3452 4.5309 -4.6713
C 3.6032 5.0006 -4.2772
C 4.5841 5.0262 -5.4321
C 3.9761 4.1340 -3.0629
F 4.5127 4.9949 -2.0664
C 5.0088 3.0352 -3.2575
C 5.1457 2.0790 -2.0615
C 5.2129 2.7781 -0.7135
N 3.9854 2.8492 0.0048
O 6.2634 3.1823 -0.2626
O 2.8046 3.5866 -2.6269
H 0.0563 -5.8322 0.0492
H 0.8179 -6.4477 -1.4044
H -0.4040 -5.1724 -1.5144
H -1.1483 -7.5764 -2.1454
H -1.0316 -7.9787 -0.4524
H -2.8993 -6.0371 -1.8641
H -3.3383 -7.4572 -0.9463
H -3.1966 -6.3968 1.1006
H -1.9602 -5.2674 0.5880
H -4.6572 -5.0366 -0.7208
H -4.5800 -4.5705 0.9548
H -2.7846 -3.5575 -1.2963
H -4.1819 -2.6766 -0.7368
H -2.3731 -1.5910 0.2560
H -1.4651 -3.0421 0.5348
H -2.2598 -3.1993 2.6784
H -3.9155 -3.0950 2.1588
H -3.8929 -0.6741 2.2725
H -3.2754 -1.3584 3.7538
H -1.1391 -0.6923 1.7628
H -2.0162 0.6701 2.4067
H -1.5432 -0.2417 4.7467
H -0.5054 -1.4477 3.9809
H 0.8668 0.4137 2.9834
H 0.9120 0.2697 4.7228
H -1.2403 2.0745 4.1821
H 0.2708 2.3929 4.9840
H 1.2653 3.3887 3.1613
H -0.3950 3.8670 2.9922
H -0.2200 1.4696 1.4764
H 1.2464 2.3280 1.1276
H -1.0545 4.1482 1.0113
H 0.1964 3.8662 -0.1603
H -1.4001 1.5187 -0.2888
H -2.5467 2.8331 -0.1398
H -1.3323 3.9781 -2.0946
H -2.1503 2.4710 -2.4788
H -0.2099 1.2316 -2.6343
H 0.7420 2.2982 -1.6363
H -0.2087 3.2934 -4.3524
H 1.1478 2.1791 -4.2397
H 3.5252 6.0168 -3.8611
H 5.6146 5.0787 -5.0775
H 4.4573 4.1469 -6.0657
H 4.4014 5.9077 -6.0476
H 4.6919 2.4657 -4.1348
H 5.9819 3.4774 -3.4772
H 6.0918 1.5456 -2.1625
H 4.3255 1.3647 -2.0605
H 4.2329 2.9109 0.9888
H 3.4760 3.6926 -0.2504
C -2.7569 -4.9525 5.8432
Cl -2.0176 -5.9154 4.5554
Cl -2.4216 -3.2282 5.6685
H -3.8294 -5.0968 5.7966
H -2.3552 -5.2868 6.7917
```

***

The following is a quantum chemistry calculation of 8 unconnected molecules or ions with the total composition C27H53Br2N7O3, from the Open Molecules 2025 dataset.

2S+1 ... 1
Molar mass ... 683.58 g mol⁻¹
Total charge ... 0
HOMO-LUMO gap ... 0.33449 Eh

The geometry in XYZ format:
```
92
C27H53Br2N7O3 | the Open Molecules 2025 dataset | the ωB97M-V functional and the def2-TZVPD basis
C 10.9809 23.5264 -17.4521
N 12.4294 23.7745 -17.8546
C 12.9525 25.1742 -18.0572
C 13.3382 22.7477 -17.6692
O 14.5701 22.7393 -17.9079
H 10.4522 24.1514 -18.1718
H 10.7369 23.8488 -16.4399
H 10.6459 22.5245 -17.7205
H 13.8157 25.1919 -18.7225
H 12.3156 26.0029 -18.3666
H 13.2875 25.5272 -17.0818
H 12.9198 21.8880 -17.1233
C 0.6182 20.2552 -15.2925
N 2.0593 20.6007 -15.2118
C 2.3038 22.0618 -15.0983
C 3.0589 19.6922 -15.1195
O 2.8494 18.5282 -15.1929
H 0.1514 20.6395 -16.1994
H -0.0722 20.7018 -14.5769
H 0.5408 19.1682 -15.2671
H 3.3291 22.4297 -15.0599
H 1.9695 22.4667 -16.0535
H 1.7547 22.3434 -14.1998
H 4.0520 20.0835 -14.8497
C 10.7867 20.2955 -9.1540
N 10.1738 19.1138 -8.6282
C 11.1196 18.1607 -8.1199
C 8.8786 18.8536 -8.8316
O 8.3690 17.7757 -8.5447
H 11.2622 20.8313 -8.3325
H 10.0326 20.8282 -9.7333
H 11.6254 20.0597 -9.8091
H 12.0293 18.4279 -8.6578
H 11.2676 18.2545 -7.0440
H 10.8528 17.1389 -8.3898
H 8.3106 19.7237 -9.1959
Br 6.5724 27.9406 -16.2329
C 5.6342 26.2510 -16.1327
C 6.3690 25.3377 -17.0097
Br 5.1647 23.8047 -17.3038
H 4.5799 26.4313 -16.3423
H 5.6733 25.8627 -15.1150
H 7.3624 25.0583 -16.6585
H 6.6840 25.7268 -17.9779
C 9.5044 27.0313 -10.4869
C 9.9330 25.4798 -10.5792
C 9.3677 24.5798 -9.4844
C 7.9699 24.2465 -9.6253
N 6.8953 23.9108 -9.7782
H 9.6852 27.4727 -9.5068
H 8.4401 27.0437 -10.7218
H 10.0783 27.5135 -11.2783
H 11.0206 25.4088 -10.5694
H 9.7599 24.9329 -11.5060
H 9.4703 24.9610 -8.4684
H 9.9011 23.6355 -9.3757
C 10.3685 18.3975 -13.7634
C 11.6697 18.4693 -12.9476
C 12.7094 19.3799 -13.6242
C 12.3863 20.7824 -14.0607
N 12.1354 21.8735 -14.3974
H 10.5063 18.0316 -14.7809
H 9.9914 19.4196 -13.7293
H 9.6195 17.8117 -13.2305
H 12.1480 17.5349 -12.6540
H 11.3900 18.9888 -12.0311
H 13.1075 18.9327 -14.5350
H 13.5773 19.4434 -12.9679
C 12.1515 27.3834 -14.0135
C 11.4227 26.9646 -15.3531
C 9.8455 27.0407 -15.5536
C 8.9901 26.5313 -14.4930
N 8.2566 26.1411 -13.7033
H 12.0683 28.3350 -13.4885
H 13.2197 27.1760 -14.0781
H 11.9831 26.6576 -13.2180
H 11.7046 25.9657 -15.6862
H 11.9351 27.5210 -16.1379
H 9.4730 26.4608 -16.3980
H 9.5681 28.0634 -15.8092
C 7.2838 21.0286 -15.1840
C 7.5836 22.4203 -14.6936
C 8.4873 22.5549 -13.5002
C 8.3120 21.6642 -12.3249
N 8.1426 20.9657 -11.4321
H 8.2162 20.6563 -15.6083
H 6.4276 21.0651 -15.8576
H 7.1486 20.3500 -14.3418
H 6.6219 22.9162 -14.5622
H 8.0653 22.9107 -15.5395
H 8.5287 23.6032 -13.2045
H 9.4826 22.2407 -13.8144
```

***

The following is a quantum chemistry calculation of a gas-phase ion, C27H53IN3O2 (charge +1), from the Open Molecules 2025 dataset.

2S+1 ... 1
Molar mass ... 578.64 g mol⁻¹
Total charge ... +1
HOMO-LUMO gap ... 0.27097 Eh

The geometry in XYZ format:
```
86
C27H53IN3O2 | the Open Molecules 2025 dataset | the ωB97M-V functional and the def2-TZVPD basis
C -2.1428 -4.6845 2.4907
C -0.8286 -4.1268 3.0968
N 0.2883 -4.4894 2.1921
C 1.4789 -3.6491 2.4663
C 2.1933 -3.3009 1.1308
C 1.9886 -1.8068 0.7504
N 0.6529 -1.3795 1.1562
C -0.3974 -1.7364 0.2359
O -1.5595 -1.1149 0.7117
C -2.7610 -1.7170 0.1958
C -3.9805 -0.8855 0.5631
C -5.2114 -1.7995 0.8109
C -4.4148 0.1781 -0.4873
C -3.3841 0.5233 -1.5789
C -3.7243 1.9689 -2.0598
C -3.5247 -0.3762 -2.8436
C -0.0978 -1.0783 -1.1333
N 1.2374 -1.4324 -1.7029
C 2.3898 -1.4542 -0.7347
I 3.7877 -2.9308 -1.5598
C 3.1903 -0.1377 -0.7437
C 2.3773 1.1185 -0.2979
C 2.5806 2.2650 -1.3105
C 4.0317 2.7695 -1.2059
C 1.5214 3.3789 -1.1624
C 1.9578 4.7612 -1.7104
C 2.2907 5.7141 -0.5632
C 2.0605 7.0024 -0.5767
C 2.0305 7.8547 -1.8109
C 1.8443 7.7234 0.7396
C 0.6148 -5.8793 2.2335
C 0.4349 -6.7277 3.4813
O 1.0145 -6.3926 1.2490
H -2.9956 -4.1011 2.8338
H -2.0154 -4.6337 1.4076
H -2.2374 -5.7436 2.7354
H -0.8977 -3.0380 3.1046
H -0.6781 -4.4755 4.1265
H 1.2594 -2.7741 3.0713
H 2.1866 -4.2590 3.0496
H 1.7827 -3.9832 0.3872
H 3.2501 -3.4788 1.3194
H 2.6879 -1.2607 1.3844
H 0.6070 -0.3969 1.4007
H -0.5359 -2.8245 0.1686
H -2.8704 -2.6781 0.7204
H -2.7118 -1.9662 -0.8702
H -3.8012 -0.3787 1.5152
H -5.3943 -2.3395 -0.1250
H -6.0649 -1.1322 0.9345
H -5.0737 -2.4690 1.6580
H -4.6712 1.1178 0.0081
H -5.3320 -0.1487 -0.9884
H -2.3564 0.5668 -1.2157
H -3.0518 2.2987 -2.8512
H -3.7046 2.6326 -1.1917
H -4.7572 1.9440 -2.4167
H -3.8742 0.2118 -3.6923
H -2.5605 -0.8042 -3.1417
H -4.2346 -1.1928 -2.6929
H -0.8429 -1.4582 -1.8383
H -0.2783 -0.0094 -1.0892
H 1.4614 -0.7138 -2.4013
H 1.2086 -2.3201 -2.2111
H 4.0593 -0.2510 -0.1004
H 3.5438 0.0255 -1.7685
H 1.3271 0.9258 -0.0772
H 2.8294 1.4653 0.6387
H 2.4509 1.8486 -2.3233
H 4.7646 1.9637 -1.1335
H 4.1099 3.4463 -0.3516
H 4.2890 3.3331 -2.1017
H 1.3161 3.5241 -0.0971
H 0.6159 3.1058 -1.7082
H 2.7596 4.7048 -2.4525
H 1.1129 5.2251 -2.2222
H 2.7157 5.2704 0.3366
H 2.2336 7.2657 -2.7074
H 1.0800 8.3849 -1.9124
H 2.8297 8.5980 -1.7493
H 1.4917 7.0348 1.5067
H 1.1094 8.5242 0.6413
H 2.7667 8.1755 1.1243
H 0.8099 -7.7218 3.2536
H 0.9638 -6.3404 4.3554
H -0.6216 -6.8591 3.7269
```

***

no.,maximum force (eV/A)
1,5.177
2,7.188
3,1.416
4,3.156
5,2.495